Entry 1:
56
Properties=species:S:1:pos:R:3:forces:R:3 method="wB97M-V/def2-TZVPD" charge=0 homo_lumo_gap_ev=8.8041 spin_multiplicity=1 homo_energy_ev=-9.2 smiles="Cc1ccc(C)c(S(=O)(=O)N(C(=O)c2ccncc2)c2ccc(OC(=O)c3ccncc3)cc2)c1" e_above_lowest_kcal_mol=1.52 fmax_ev_per_a=1.0
C 0.720167 1.329508 3.108669 0.0 0.0 0.0
C 0.239586 1.731789 1.753526 -0.3 0.0 -0.2
C 1.045622 2.508963 0.922967 -0.1 0.0 -0.1
C 0.628540 2.858445 -0.342108 -0.1 0.0 0.1
C -0.589890 2.417870 -0.866340 0.0 0.1 -0.1
C -0.969170 2.828290 -2.253411 -0.1 0.0 -0.1
C -1.372112 1.627621 -0.039109 -0.5 -0.1 -0.1
S -2.904687 0.812052 -0.500501 -0.2 0.1 0.2
O -3.260612 0.993900 -1.875250 0.3 0.0 -0.1
O -3.898368 1.085165 0.488353 0.2 0.2 0.2
N -2.440082 -0.851583 -0.289007 0.3 1.0 -0.1
C -3.286010 -1.789966 0.264594 -0.5 -0.2 0.2
O -2.894723 -2.821510 0.760205 0.0 0.1 -0.1
C -4.727507 -1.448345 0.144999 -0.7 -0.4 0.1
C -5.555104 -1.547386 1.258247 0.1 0.0 -0.2
C -6.901100 -1.259674 1.100346 0.2 -0.1 0.3
N -7.441843 -0.921157 -0.056635 -0.5 0.1 -0.1
C -6.655745 -0.854273 -1.116315 0.2 0.0 -0.3
C -5.293365 -1.108569 -1.079251 0.0 -0.2 0.3
C -1.053600 -1.080558 -0.419686 0.8 -0.5 -0.4
C -0.433544 -0.648132 -1.587965 -0.1 -0.4 0.2
C 0.941930 -0.692946 -1.696883 0.4 -0.1 0.2
C 1.695273 -1.187239 -0.641151 -0.6 0.2 0.0
O 3.080170 -1.180483 -0.766006 -0.1 -0.3 -0.3
C 3.809935 -0.611506 0.208341 -0.1 0.4 0.5
O 3.344239 -0.056672 1.171939 0.1 -0.1 -0.3
C 5.267874 -0.730773 -0.057812 0.4 -0.1 -0.1
C 6.160544 -0.094866 0.802098 -0.2 -0.1 -0.2
C 7.516874 -0.218872 0.546539 -0.2 0.2 0.2
N 8.001749 -0.910614 -0.469832 0.5 -0.1 -0.1
C 7.153104 -1.514894 -1.282635 -0.2 -0.1 -0.2
C 5.775907 -1.461352 -1.128660 -0.1 0.2 0.2
C 1.078603 -1.688939 0.494250 0.1 0.0 -0.1
C -0.296674 -1.630274 0.608351 0.0 0.0 -0.1
C -0.982802 1.315943 1.255568 0.2 0.2 0.3
H 0.963287 2.206191 3.706322 0.0 0.0 0.1
H 1.628018 0.737643 2.998268 0.1 -0.1 0.1
H -0.027953 0.741576 3.632139 0.0 -0.1 0.1
H 2.010583 2.833459 1.281890 0.1 0.0 0.0
H 1.260345 3.476147 -0.963678 0.1 0.1 -0.1
H -1.887287 2.351070 -2.574071 0.1 0.1 -0.2
H -1.108373 3.908537 -2.286721 0.0 0.1 0.0
H -0.168258 2.578086 -2.947538 0.1 0.0 -0.1
H -5.148244 -1.827458 2.217054 0.0 0.0 0.1
H -7.583469 -1.306655 1.938939 0.0 0.0 0.1
H -7.142974 -0.581464 -2.043063 0.1 0.0 -0.1
H -4.691955 -1.040373 -1.971108 0.0 0.0 -0.1
H -1.038285 -0.252326 -2.388450 0.0 0.0 -0.1
H 1.440833 -0.337217 -2.584528 0.1 0.1 -0.1
H 5.786070 0.473206 1.638944 0.0 0.0 0.1
H 8.252260 0.255044 1.182775 0.0 0.1 0.1
H 7.601265 -2.069062 -2.096594 -0.1 -0.1 -0.1
H 5.115583 -1.969999 -1.812007 0.0 0.0 -0.1
H 1.672209 -2.097747 1.296610 0.0 0.0 0.1
H -0.780939 -2.004531 1.494419 0.0 0.0 0.1
H -1.655877 0.726897 1.859954 0.0 -0.1 0.2


Entry 2:
120
Properties=species:S:1:pos:R:3:forces:R:3 method="wB97M-V/def2-TZVPD" charge=+1 homo_lumo_gap_ev=8.0726 spin_multiplicity=1 homo_energy_ev=-10.7 e_above_lowest_kcal_mol=0.00 fmax_ev_per_a=1.9
C 2.182961 -3.523639 2.601432 -0.2 0.2 -0.1
C 1.635857 -3.078656 1.479161 0.1 -0.1 -0.2
C 1.712669 -1.668310 0.942817 -0.1 -0.5 0.7
C 2.900541 -1.067751 1.708204 0.0 0.3 0.0
O 2.755424 -0.526834 2.759187 0.0 0.2 0.2
C 4.361440 -1.089318 1.143485 0.1 -0.3 0.0
F 4.418776 -0.364467 0.005672 -0.1 0.2 -0.3
F 5.137596 -0.449309 2.012306 0.2 0.1 0.4
C 5.040692 -2.451636 0.856926 0.2 -0.1 0.0
F 4.279320 -3.254277 0.110096 -0.5 -0.1 -0.1
F 6.127650 -2.175998 0.104947 0.4 0.2 -0.2
C 5.544843 -3.228513 2.111471 0.7 -0.2 0.1
F 5.087035 -2.708831 3.251809 -0.4 0.3 0.2
F 5.113166 -4.499819 2.043240 -0.4 -0.4 -0.1
C 7.096873 -3.250972 2.172823 -0.1 0.0 0.4
O 7.692871 -2.365337 2.680849 0.1 0.4 -0.1
O 7.658620 -4.328341 1.607588 0.4 0.0 0.0
N 2.091368 -1.599263 -0.485301 -0.8 0.1 -0.2
C 1.619306 -2.648680 -1.401266 0.6 0.2 -1.2
O 1.316751 -2.035281 -2.636512 -0.4 0.0 0.7
C 0.617526 -2.862930 -3.549287 -0.4 0.0 -0.6
C -0.084931 -1.986216 -4.571922 -0.3 0.6 0.5
O -1.193455 -1.278560 -4.033215 0.1 -0.4 0.2
C -2.432175 -1.867489 -4.402152 -0.2 0.0 -0.1
C -3.489637 -1.698511 -3.346409 -0.5 0.2 0.1
O -4.665099 -1.223132 -3.960603 0.3 -0.3 -0.2
C -5.812732 -1.343097 -3.146943 -0.7 0.2 0.2
C -6.206712 -0.041360 -2.501571 -0.1 -0.2 0.1
C 1.842638 -0.275218 -0.831988 0.2 -0.7 -0.4
N 2.453381 0.347945 -1.800068 -0.6 -0.7 0.1
P 3.741998 -0.167664 -2.964656 1.3 1.3 -0.5
N 2.846489 -0.420337 -4.373324 0.0 0.0 0.4
O 4.134587 -1.691940 -2.582176 -0.5 -0.4 0.0
N 0.976563 0.271081 0.021970 0.2 1.3 1.2
C 0.926473 1.694206 0.287045 -0.3 0.2 -0.2
C -0.466935 2.295591 0.288183 0.2 -0.2 0.2
O -0.727930 3.215344 1.005024 -0.2 0.2 0.0
C 0.484464 -0.744128 1.027133 -0.5 -0.1 -0.9
C 0.065879 -0.150824 2.382449 0.6 0.6 -0.1
C 0.127119 -1.061620 3.579098 0.0 -0.2 0.6
O -0.349388 -2.133427 3.686352 0.1 -0.2 -0.2
Cl 0.941525 -0.341172 5.002023 -0.3 0.1 -0.1
C -0.803653 -1.259714 0.335673 -0.1 -0.8 0.2
C -1.603992 -2.332983 1.029718 -0.3 0.3 0.1
C -1.406812 -3.687379 0.859454 0.4 -0.3 -0.4
C -2.181597 -4.625017 1.505246 -0.1 -0.2 0.1
C -3.195233 -4.219975 2.345307 -0.3 0.0 0.2
C -3.425362 -2.874739 2.519411 0.0 0.4 -0.1
C -2.645318 -1.951808 1.858699 0.0 0.2 0.0
H 2.425670 -4.565749 2.667704 -0.7 -0.5 0.5
H 2.378086 -2.904403 3.457040 0.8 0.3 0.0
H 1.125478 -3.802815 0.878804 0.5 -0.3 -0.7
H 7.383231 -5.139175 2.050829 -0.3 -0.2 -0.2
H 0.722643 -3.118488 -1.034982 -0.3 -0.3 0.4
H 2.418875 -3.363646 -1.563721 0.1 -0.3 0.2
H 1.296533 -3.521730 -4.091148 0.3 -0.2 0.1
H -0.134875 -3.488924 -3.069665 0.0 -0.1 0.4
H -0.422095 -2.577619 -5.413584 0.2 -0.2 -0.3
H 0.603002 -1.223056 -4.904954 0.2 0.0 -0.4
H -2.311795 -2.929281 -4.599148 0.2 -0.2 0.0
H -2.833296 -1.425836 -5.309421 0.1 0.3 -0.3
H -3.697014 -2.657777 -2.880261 0.0 -0.3 0.3
H -3.174751 -1.010108 -2.570293 0.4 0.3 0.3
H -5.708931 -2.111284 -2.384051 0.3 -0.3 0.1
H -6.629476 -1.663059 -3.783273 -0.1 -0.1 -0.3
H -6.454204 0.700894 -3.234505 0.1 0.4 -0.3
H -7.098879 -0.173704 -1.900904 -0.3 -0.2 0.2
H -5.449265 0.351647 -1.838908 0.4 0.2 0.1
H 2.217136 1.327599 -1.958030 0.1 0.2 -0.4
H 2.799311 -1.409689 -4.584033 -0.1 0.0 -0.1
H 1.908265 -0.057517 -4.260069 0.0 0.1 -0.3
H 5.056786 -1.698033 -2.307479 0.2 -0.1 0.2
H 1.477120 2.233193 -0.472378 0.2 0.1 -0.3
H 1.395956 1.977271 1.219468 0.2 -0.1 0.3
H -1.200919 1.847335 -0.395778 -0.2 0.0 -0.2
H 0.606051 0.741584 2.646875 0.4 0.2 -0.1
H -0.964176 0.166180 2.294160 -0.4 0.0 0.1
H -1.444733 -0.390397 0.281671 -0.2 0.3 -0.1
H -0.628676 -1.538950 -0.696271 0.3 -0.1 -0.3
H -0.640232 -4.054008 0.196052 0.0 0.0 -0.2
H -2.002730 -5.673021 1.353238 0.1 -0.3 -0.1
H -3.830532 -4.920848 2.854573 0.0 -0.3 0.1
H -4.211133 -2.504139 3.148341 -0.3 -0.1 0.3
H -2.843608 -0.903991 2.007635 -0.2 0.3 0.0
C -8.324333 4.456892 -2.696094 0.0 -0.1 0.0
C -6.896837 3.984742 -2.832279 -0.1 -0.2 0.1
O -6.558795 2.851478 -2.520604 0.0 0.4 0.0
N -5.990147 4.869331 -3.319527 -0.1 0.1 0.0
C -6.208729 6.242868 -3.738386 0.3 -0.2 0.0
H -8.919757 3.642333 -2.297864 0.0 -0.1 0.0
H -8.386422 5.304113 -2.012787 0.0 0.1 -0.1
H -8.728997 4.746105 -3.666224 0.0 0.1 0.0
H -5.058544 4.493579 -3.387036 0.0 0.0 0.0
H -5.934374 6.360769 -4.787577 -0.1 0.1 0.0
H -5.591757 6.916838 -3.142373 -0.1 0.1 0.0
H -7.248343 6.522835 -3.616520 0.0 0.0 0.0
C 0.722431 4.127603 -2.568785 0.1 -0.1 0.0
C 2.070132 3.868585 -3.200438 0.1 0.1 -0.2
O 2.604142 2.753756 -3.192204 -0.4 -0.1 0.4
N 2.687821 4.899977 -3.791614 -0.1 0.0 0.0
C 2.233350 6.277228 -3.914431 0.3 -0.1 -0.1
H 0.346298 3.200824 -2.146572 0.0 0.0 -0.1
H 0.802955 4.870349 -1.774459 -0.1 0.0 0.0
H 0.009816 4.475245 -3.315589 0.0 0.1 0.0
H 3.580943 4.658090 -4.194611 0.0 0.0 0.0
H 2.154789 6.545096 -4.967438 -0.1 0.1 0.0
H 2.951916 6.944103 -3.439383 -0.1 0.1 0.0
H 1.266036 6.411665 -3.444946 0.0 0.0 0.0
C 1.992460 2.102463 10.348565 0.0 0.0 0.0
C 1.520238 0.995480 9.434863 -0.1 0.0 0.0
O 0.625608 0.232200 9.749334 0.0 0.0 0.0
N 2.137498 0.875729 8.225609 0.1 0.2 0.1
C 3.211389 1.682559 7.677554 -0.2 -0.3 -0.2
H 1.408338 2.065262 11.261685 0.0 -0.1 0.0
H 3.045701 1.973020 10.599441 0.0 0.1 0.0
H 1.850814 3.076828 9.879794 0.1 0.0 0.0
H 1.776230 0.118992 7.668241 0.0 0.0 0.0
H 2.888702 2.151749 6.745645 0.1 0.1 0.0
H 4.078065 1.055233 7.461319 0.1 0.1 0.0
H 3.507053 2.457987 8.374733 0.0 0.0 0.0